This record from OMol25 describes C35H37BaFP2 as an isolated structure at a distorted geometry. The level of theory is wB97M-V/def2-TZVPD.

Structure (XYZ):
```
76
Properties=species:S:1:pos:R:3:forces:R:3:mulliken_charge:R:1
Ba -1.12733 -1.60540 3.80824 -0.33 -0.87 1.03 1.4431
C 1.53354 -6.48651 3.09942 0.68 0.18 0.65 -0.4823
C 2.04310 -5.46557 2.40908 0.69 -0.63 -0.39 -0.2917
C 1.86382 -5.26411 0.93269 0.21 0.51 -0.64 -0.8827
C 0.53950 -4.53072 0.62536 0.71 0.14 0.32 0.3763
C -0.68475 -5.30837 1.00675 -1.00 -0.12 -0.36 -0.6376
C -0.87824 -6.62624 1.15058 0.27 0.29 0.11 -0.3279
C 0.19587 -7.68470 1.24889 -0.51 -0.58 -0.33 -0.9033
C 0.88157 -7.74783 2.61565 -0.33 0.15 0.13 -0.5303
C -3.48453 -3.32137 4.09818 0.03 1.91 0.49 -0.9734
H 1.67492 -6.46786 4.18286 0.24 -0.04 -0.21 0.3815
H 2.81086 -4.80700 2.84191 -0.94 0.01 0.38 0.3470
H 1.89312 -6.20219 0.36375 0.18 0.58 0.19 0.2875
H 2.68244 -4.63174 0.54939 -0.18 -0.26 0.11 0.4781
H 0.51039 -3.59855 1.22452 0.17 -0.21 -0.17 -0.4459
H 0.57921 -4.17456 -0.43186 -0.49 -0.46 0.55 0.4334
H -1.55776 -4.66927 1.17813 -0.03 -0.28 -0.37 0.4154
H -1.89847 -7.02552 1.27893 0.49 0.58 0.26 0.3441
H 0.94719 -7.61653 0.45222 -0.43 -0.22 0.27 0.3781
H -0.31144 -8.64832 1.13940 0.17 -0.02 -0.25 0.3635
H 0.20174 -8.08702 3.41022 -0.21 0.15 -0.36 0.3544
H 1.60904 -8.56863 2.55649 0.24 0.30 0.10 0.3223
H -3.85319 -3.89602 4.95206 0.04 0.17 -0.24 0.0831
H -2.69344 -3.84342 3.60099 0.31 -1.01 -0.82 0.0449
H -4.28157 -2.94082 3.43312 0.33 -0.57 0.13 0.1826
P 1.18493 3.34339 0.13892 -0.11 -0.22 0.73 0.0578
P -1.69781 2.99610 -1.28385 -0.75 0.33 0.07 -0.0190
C 1.05415 2.82294 -1.58569 -0.99 -0.35 -0.95 -0.7641
C -0.15611 2.78753 -2.20318 1.36 0.37 0.06 -0.6183
C 2.54372 4.57576 0.06019 -0.20 0.08 -0.21 0.2318
C 3.45933 4.64481 -0.99186 0.31 0.24 0.34 0.1968
C 4.49107 5.58119 -0.95467 -0.13 0.06 -0.01 -0.6353
C 4.57184 6.49779 0.08924 -0.13 -0.15 0.13 -0.5040
C 3.60447 6.48730 1.09372 0.05 0.04 -0.03 -0.5122
C 2.58461 5.54573 1.07662 0.18 -0.42 -0.34 -0.4360
C 1.99810 1.80668 0.78149 0.24 0.05 0.11 0.5065
C 1.20216 0.64510 0.87323 0.23 0.03 0.10 -0.8582
C 1.75066 -0.55136 1.33677 0.28 -0.02 -0.16 -0.0759
C 3.11248 -0.60320 1.68202 0.03 0.12 0.08 -0.5196
C 3.90569 0.55198 1.60940 -0.34 0.00 -0.03 -0.6409
C 3.34286 1.76485 1.17871 -0.24 -0.53 0.00 -0.4090
C -2.52041 4.10953 -2.52219 -0.05 0.00 0.11 0.3164
C -1.99631 5.40851 -2.62976 -0.24 -0.27 -0.23 -0.3850
C -2.47161 6.27426 -3.60973 -0.05 -0.10 0.03 -0.5692
C -3.48504 5.86466 -4.47766 0.02 -0.09 0.15 -0.4601
C -4.04450 4.59719 -4.33765 0.06 0.08 0.18 -0.5551
C -3.58162 3.72815 -3.34798 0.20 0.22 -0.10 -0.3035
C -2.52000 1.39144 -1.65627 0.00 -0.28 0.08 0.3812
C -3.64601 1.04398 -0.88271 0.21 0.01 -0.41 -0.5133
C -4.40230 -0.08566 -1.19839 0.21 -0.09 -0.18 -0.6128
C -4.01962 -0.90076 -2.27604 0.10 0.29 0.16 -0.4812
C -2.86402 -0.59508 -3.00700 -0.05 -0.02 0.28 -0.6750
C -2.09740 0.52969 -2.67656 -0.51 -0.21 -0.04 0.0571
H 1.97563 2.50898 -2.09667 -0.44 0.37 -0.14 0.5890
H -0.26341 2.71949 -3.29677 0.36 -0.42 0.41 0.8341
H 3.38112 3.98314 -1.84605 0.10 -0.05 0.16 0.2251
H 5.22977 5.59616 -1.74863 -0.07 0.04 0.03 0.4046
H 5.37918 7.22378 0.12352 -0.12 -0.10 -0.04 0.3709
H 3.64036 7.21624 1.89557 0.03 -0.01 -0.08 0.3860
H 1.80963 5.54796 1.83906 0.16 -0.03 -0.03 0.3792
H 0.15192 0.66920 0.56027 0.33 0.10 0.05 0.3141
H 1.13990 -1.47504 1.36174 0.45 0.60 -0.04 0.4592
H 3.55061 -1.55051 2.01343 -0.16 0.40 -0.11 0.4079
H 4.96817 0.52301 1.87931 -0.50 -0.08 -0.07 0.3712
H 3.95026 2.67316 1.13857 -0.17 -0.35 -0.03 0.3024
H -1.21194 5.72858 -1.94742 -0.04 -0.02 -0.12 0.4025
H -2.04940 7.27100 -3.69856 -0.06 -0.11 0.01 0.3719
H -3.85227 6.54264 -5.24400 0.08 -0.12 0.11 0.3600
H -4.84609 4.27818 -4.99766 0.07 0.06 0.09 0.3787
H -4.04541 2.75311 -3.23062 0.14 0.06 -0.08 0.3048
H -3.92563 1.68046 -0.04226 -0.02 -0.11 -0.22 0.3911
H -5.28642 -0.32799 -0.60203 0.32 0.03 -0.24 0.4180
H -4.61754 -1.77916 -2.52614 0.21 0.27 0.04 0.3995
H -2.55355 -1.23898 -3.83546 -0.11 0.21 0.33 0.3985
H -1.18209 0.73263 -3.23088 -0.30 -0.01 0.07 0.3646
F 0.15830 -2.32029 5.52561 -0.27 0.38 -0.66 -0.7936
```
Positions in Å, forces in eV/Å.

* HOMO level: -5.9 eV
* gap between HOMO and LUMO: 0.203 Eh